Entry from OMol25: a gas-phase ion, C11H12NO (charge +1) in a non-equilibrium geometry (ωB97M-V/def2-TZVPD).

Orbital gap in eV: 8.96
Energy relative to the best compared isomer or geometry (same formula, charge and spin) in eV: 2.989
Charge: +1
Multiplicity: 1
Structure (SMILES): C=C1[NH2+][C@H](O)C=C1c1ccccc1
LUMO energy in eV: -3.49

XYZ file:
```
25
Properties=species:S:1:pos:R:3:forces:R:3:nbo_charge:R:1
C 1.793 -1.341 -0.906 0.014 0.196 1.455 -0.33
C 0.751 -0.640 -1.297 1.172 -0.421 2.398 0.07
N 0.455 -0.464 -2.675 -1.089 0.891 -2.608 -0.54
C -0.713 0.510 -2.714 -2.513 0.615 -2.943 0.24
O -0.372 1.671 -3.420 0.921 0.041 2.323 -0.71
C -0.975 0.820 -1.313 1.147 -0.923 1.962 -0.22
C -0.209 0.153 -0.424 -0.338 -0.224 -3.704 0.05
C -0.287 0.119 1.022 -0.093 -1.270 0.137 -0.11
C -1.469 -0.256 1.697 1.412 2.769 1.747 -0.20
C -1.391 -0.239 3.112 -0.831 -1.633 -0.488 -0.17
C -0.185 -0.186 3.807 0.410 1.333 -2.388 -0.19
C 0.970 0.214 3.105 -1.330 -0.943 0.351 -0.17
C 0.887 0.297 1.703 2.024 0.790 1.452 -0.21
H 2.545 -1.782 -1.550 -0.161 -0.091 0.154 0.23
H 1.858 -1.351 0.202 0.505 -0.515 -0.957 0.25
H 1.146 -0.094 -3.361 0.219 0.174 1.235 0.46
H 0.138 -1.291 -3.170 -0.082 -0.713 0.491 0.44
H -1.603 -0.037 -3.238 1.488 0.840 0.883 0.20
H -0.493 1.805 -4.344 -0.670 -0.732 -1.257 0.51
H -1.626 1.549 -0.944 -1.303 1.019 -0.214 0.25
H -2.376 0.123 1.281 -0.949 -1.044 -0.638 0.22
H -2.332 -0.429 3.649 0.495 0.293 -0.102 0.23
H -0.125 -0.190 4.849 -0.226 -0.305 1.527 0.23
H 1.827 0.398 3.757 0.180 0.082 -0.904 0.24
H 1.785 0.640 1.172 -0.403 -0.229 0.089 0.22
```
Forces are in eV/Å.